[1]
A single C5H13N3O2Si molecule in a non-equilibrium geometry. Source: the OMol25 dataset; level of theory: the ωB97M-V functional and the def2-TZVPD basis.

Geometry as XYZ:
```
24
Properties=species:S:1:pos:R:3:forces:R:3:nbo_charge:R:1
C 1.2648 0.4836 -0.0970 1.3 1.7 0.9 0.674
C 1.9742 2.8550 0.0292 0.4 -0.7 4.1 -0.435
C -1.1268 -1.8517 -1.4948 -0.7 0.8 1.1 -1.103
C -1.3288 -1.5538 1.6194 1.9 0.3 -0.5 -1.127
C -2.7865 0.4129 -0.2835 0.9 1.4 1.2 -1.155
N 2.8072 -1.3221 -0.0049 -1.2 0.9 0.3 0.233
N 2.1890 1.3983 -0.0716 -0.5 0.4 -0.2 -0.558
N 1.6290 -0.8739 -0.0699 0.0 -0.8 -0.4 -0.351
O -0.0626 0.6922 -0.0177 0.7 -0.8 -0.3 -0.807
O 3.8341 -0.5034 0.0961 1.2 1.4 -0.6 -0.518
Si -1.2568 -0.5812 -0.0312 -0.3 -1.0 -0.7 1.843
H 1.5603 3.1729 1.0679 0.6 -1.1 -1.1 0.199
H 2.8736 3.4794 -0.0016 0.1 -0.8 -0.6 0.211
H 1.2255 3.2482 -0.5333 -2.0 0.8 -2.4 0.203
H -0.2475 -1.5638 -2.0035 1.2 -0.1 -0.7 0.237
H -0.9916 -2.7850 -0.9747 0.4 -0.6 -0.1 0.234
H -1.9136 -2.0081 -2.2500 0.0 0.6 0.6 0.242
H -0.3335 -1.5729 2.1381 -0.7 0.3 -0.5 0.253
H -2.0165 -1.0538 2.2761 -0.5 -0.1 0.4 0.237
H -1.5218 -2.6207 1.4696 -0.5 0.3 -0.1 0.248
H -3.6612 -0.1485 -0.2723 -1.5 -1.5 -0.6 0.242
H -2.9831 1.0324 0.5812 0.3 0.4 0.6 0.237
H -2.7901 1.1354 -1.0790 0.1 0.0 -0.8 0.249
H 3.6628 0.5286 -0.0925 -1.3 -2.0 0.6 0.512
```
Forces are in eV/Å.

Total charge = 0
Kohn-Sham gap = 9.90 eV
Relative energy (zero: lowest compared OMol25 entry of this formula, charge and spin) = 30.5 kJ/mol
SMILES = C/N=C(/N=N\O)O[Si](C)(C)C
Molecular weight = 175.3 u
Highest occupied orbital energy = -9.8 eV

=====

[2]
2 unconnected molecules or ions with the total composition C5H13N3O4S in a non-equilibrium geometry. Source: the OMol25 dataset; level of theory: the ωB97M-V functional and the def2-TZVPD basis.

Geometry as XYZ:
```
26
Properties=species:S:1:pos:R:3:forces:R:3:nbo_charge:R:1
C 1.9657 1.6263 -0.7124 -0.9 -0.7 1.4 0.693
C -3.8492 0.7876 0.9513 1.6 1.5 -0.8 -0.430
C -3.3522 -1.4753 -0.0500 -2.5 2.1 1.6 -0.416
C 3.9198 0.1398 0.1965 -0.1 -0.4 2.7 -0.266
C 2.5598 0.1645 -0.3945 1.4 4.5 0.9 0.176
N 4.1790 -1.2674 0.7061 -2.9 1.3 0.0 -0.847
N -3.1430 -0.0305 -0.0638 0.1 1.0 0.0 -0.644
N 1.8497 -0.8785 -0.5260 -4.3 -5.4 -0.1 -0.802
O 2.8456 2.4118 -1.0589 -0.4 -0.3 0.1 -0.434
O 0.7293 1.6669 -0.3714 2.4 0.1 -1.2 -0.575
O -0.8552 -0.7219 -0.7860 0.3 -0.7 -0.5 -0.984
O -1.9026 1.3728 -1.6965 -0.6 -1.6 0.8 -0.866
S -1.5222 0.4859 -0.3396 -2.8 0.8 0.2 1.688
H -3.4455 1.8447 0.9836 -0.5 -0.9 -0.8 0.210
H -4.9248 0.8686 0.8638 -0.1 -0.4 -0.4 0.214
H -3.5629 0.5105 1.9281 -0.1 -1.1 1.5 0.181
H -4.3514 -1.7473 -0.3924 0.2 0.2 -1.0 0.196
H -2.5444 -1.8353 -0.5677 1.4 -1.8 -1.1 0.238
H -3.4605 -1.7539 0.9772 0.8 -0.8 1.0 0.170
H 4.1429 1.0163 0.9666 -0.5 -1.7 -1.6 0.195
H 4.4783 0.2017 -0.6599 2.5 0.8 -1.7 0.214
H 5.0887 -1.3813 1.0553 1.3 0.0 0.6 0.371
H 3.4813 -1.4624 1.4552 1.1 0.2 -0.5 0.352
H 0.7814 -0.8318 -0.6502 1.7 0.0 0.2 0.456
H 2.2028 -1.8110 -0.1623 -0.3 1.9 -0.9 0.422
H -1.3105 2.0995 -1.6522 1.2 1.4 -0.2 0.489
```
Forces are in eV/Å.

Total charge = 0
Kohn-Sham gap (spin up / spin down) = 6.76 / 5.69 eV
Relative energy (zero: lowest compared OMol25 entry of this formula, charge and spin) = 0.0 kJ/mol
2S+1 = 3
Molecular weight = 211.2 u
Highest occupied orbital energy (spin up / spin down) = -6.0 / -8.9 eV

=====

[3]
2 unconnected molecules or ions with the total composition C5H13NO. Source: the OMol25 dataset; level of theory: the ωB97M-V functional and the def2-TZVPD basis.

Geometry as XYZ:
```
20
Properties=species:S:1:pos:R:3:forces:R:3:nbo_charge:R:1
C -0.5151 1.0892 -0.9868 0.4 -0.6 -0.4 -0.350
C 0.8209 0.3893 -1.3269 -0.6 0.3 -0.2 -0.396
C 0.7251 -1.1373 -1.3406 0.7 0.2 0.3 -0.458
C 1.4139 -1.8987 0.9060 0.2 -0.7 0.1 -0.452
C 0.4477 -1.7481 0.0122 0.3 -0.5 -0.8 -0.304
N -1.4161 1.1896 -2.1296 -0.3 0.4 0.4 -0.865
H -0.2966 2.0666 -0.5633 -0.2 0.1 0.0 0.180
H -1.0349 0.4825 -0.2461 0.0 0.3 0.3 0.173
H 1.0965 0.7071 -2.3412 0.2 0.1 0.1 0.175
H 1.6103 0.7339 -0.6578 0.0 -0.2 0.1 0.199
H 1.7087 -1.5019 -1.6626 -0.2 -0.1 -0.2 0.195
H -0.0178 -1.4355 -2.0773 -0.1 -0.1 -0.1 0.196
H 2.4475 -1.7476 0.6184 0.1 0.7 0.0 0.171
H 1.2996 -2.3291 1.8908 -0.4 -0.1 0.0 0.196
H -0.5207 -2.2213 0.0886 -0.3 0.5 0.7 0.191
H -0.9592 1.4176 -2.9975 0.0 -0.2 -0.1 0.344
H -2.0379 0.3994 -2.2023 0.1 0.0 -0.2 0.354
H -1.6683 1.4907 4.7526 -0.1 0.0 -0.1 0.367
H -1.3370 1.1877 3.2899 0.0 -0.1 0.0 0.329
O -0.9435 1.5401 4.1113 0.0 0.1 0.0 -1.245
```
Forces are in eV/Å.

Total charge = -1
Kohn-Sham gap (spin up / spin down) = 2.41 / 9.57 eV
Relative energy (zero: lowest compared OMol25 entry of this formula, charge and spin) = 156.4 kJ/mol
2S+1 = 2
Molecular weight = 103.2 u
Highest occupied orbital energy (spin up / spin down) = 1.2 / -6.0 eV

=====

[4]
2 unconnected molecules or ions with the total composition C5H13NO in a non-equilibrium geometry. Source: the OMol25 dataset; level of theory: the ωB97M-V functional and the def2-TZVPD basis.

Geometry as XYZ:
```
20
Properties=species:S:1:pos:R:3:forces:R:3:nbo_charge:R:1
N 0.5181 -0.7494 1.2567 -1.9 0.0 0.7 -0.650
C -0.8076 -1.3656 0.7121 0.9 -0.9 1.5 -0.308
C -1.3146 -0.3572 -0.2924 0.9 -2.3 -3.0 -0.733
C -0.9135 0.9797 0.2290 -1.5 0.7 1.0 -0.442
C 0.3899 0.7711 1.0225 -0.6 0.2 0.4 -0.051
C 1.5639 1.2721 0.1705 0.7 -1.5 1.6 -0.670
H 0.3737 -1.0334 2.2701 0.9 1.2 -1.4 0.345
H -1.4808 -1.3978 1.6017 0.0 0.0 -0.6 0.143
H -0.6198 -2.4881 0.4645 -0.3 2.1 -0.3 0.189
H -0.8965 -0.6565 -1.3766 -0.3 1.1 2.4 0.171
H -2.3405 -0.4337 -0.5801 -1.0 -0.1 0.5 0.216
H -0.9797 1.6954 -0.5886 1.0 0.2 -0.2 0.215
H -1.6831 1.4247 0.9328 0.5 -0.9 -0.5 0.179
H 0.2219 1.3288 2.0005 0.8 -0.7 -0.9 0.165
H 2.5053 0.8103 0.7251 -1.2 2.1 -1.2 0.208
H 1.5227 0.6611 -0.7077 0.0 -0.3 -0.8 0.252
H 1.3847 2.3184 -0.2077 1.0 -0.8 1.0 0.209
H 0.9284 -1.3191 -1.8913 -0.1 -1.0 0.9 0.434
H 0.4995 -0.8156 -3.2153 -0.8 -0.2 -1.0 0.349
O 1.1277 -0.6454 -2.5257 1.2 1.1 0.0 -1.220
```
Forces are in eV/Å.

Total charge = -1
Kohn-Sham gap (spin up / spin down) = 2.70 / 9.43 eV
Relative energy (zero: lowest compared OMol25 entry of this formula, charge and spin) = 208.1 kJ/mol
2S+1 = 2
Molecular weight = 103.2 u
Highest occupied orbital energy (spin up / spin down) = 1.1 / -5.7 eV

=====

[5]
2 unconnected molecules or ions with the total composition C5H13NO. Source: the OMol25 dataset; level of theory: the ωB97M-V functional and the def2-TZVPD basis.

Geometry as XYZ:
```
20
Properties=species:S:1:pos:R:3:forces:R:3:nbo_charge:R:1
C 1.2157 1.5966 -1.9833 0.0 0.1 -0.1 -0.639
C 1.2092 1.0857 -0.5735 -0.2 0.0 -0.3 -0.195
C 2.2606 0.5362 0.0113 0.2 0.2 0.1 -0.187
C 2.3016 0.0147 1.4132 -0.1 -0.1 -0.1 -0.638
H 2.2275 1.7476 -2.3642 0.0 0.0 0.1 0.210
H 0.7111 0.8958 -2.6535 0.0 0.0 0.0 0.208
H 0.6787 2.5432 -2.0606 0.0 0.0 0.0 0.211
H 0.2507 1.1445 -0.0656 0.0 -0.1 0.2 0.205
H 3.1877 0.5143 -0.5584 0.0 -0.1 0.1 0.185
H 1.3211 0.0871 1.8850 0.0 0.0 0.0 0.208
H 2.6237 -1.0296 1.4360 0.0 0.0 0.0 0.213
H 2.9971 0.5894 2.0245 0.1 0.0 0.0 0.215
N -2.2666 -1.8184 1.2327 0.0 0.1 0.0 -0.827
C -1.9749 -1.2939 -0.0625 0.1 -0.2 0.0 0.086
O -2.1318 0.1253 -0.0826 -0.1 0.2 0.1 -0.748
H -1.6320 -1.4272 1.9193 -0.1 0.0 0.0 0.360
H -3.2125 -1.5770 1.5019 0.0 0.0 0.1 0.360
H -0.9466 -1.5677 -0.3198 0.0 0.1 0.0 0.155
H -2.6431 -1.7546 -0.7915 -0.1 0.0 0.0 0.151
H -2.1733 0.4365 -0.9916 0.0 0.0 -0.1 0.468
```
Forces are in eV/Å.

Total charge = 0
Kohn-Sham gap = 10.06 eV
Relative energy (zero: lowest compared OMol25 entry of this formula, charge and spin) = 132.0 kJ/mol
SMILES = C/C=C/C.NCO
Molecular weight = 103.2 u
Highest occupied orbital energy = -9.1 eV

=====

[6]
2 unconnected molecules or ions with the total composition C5H13NO in a non-equilibrium geometry. Source: the OMol25 dataset; level of theory: the ωB97M-V functional and the def2-TZVPD basis.

Geometry as XYZ:
```
20
Properties=species:S:1:pos:R:3:forces:R:3:nbo_charge:R:1
C 1.4863 -0.8118 -0.9740 1.5 0.7 -0.6 -0.497
C 0.1340 -1.1073 -1.5762 -1.1 -0.6 0.9 -0.613
C 1.4614 0.5408 -0.2530 0.0 -1.2 0.5 0.677
O 0.8313 0.6078 0.7864 0.1 0.5 -0.1 -0.627
N 2.2117 1.5561 -0.7211 0.5 0.8 -0.5 -0.817
H 1.8787 -1.4914 -0.2147 -0.8 -0.3 0.2 0.235
H 2.3029 -0.9026 -1.7079 -0.3 0.6 -0.2 0.198
H -0.3729 -0.2354 -1.9856 0.3 0.2 -0.2 0.213
H 2.2933 2.4143 -0.2045 -0.4 -0.1 0.3 0.400
H 2.6454 1.5914 -1.6249 -0.1 -0.5 -0.1 0.394
H -0.5273 -1.4169 -0.7568 0.0 0.0 -0.2 0.224
H 0.0986 -1.9082 -2.3113 0.3 0.0 -0.1 0.215
C -2.1615 0.1332 1.6687 0.5 0.7 1.0 -0.628
C -3.2056 -0.7915 1.0877 0.1 -0.7 -1.0 -0.616
H -1.9237 1.0279 1.0935 -0.3 -0.2 -0.4 0.211
H -2.4642 0.5296 2.6457 -0.3 -0.1 -0.1 0.198
H -1.1781 -0.2871 1.8701 -0.1 -0.5 -0.2 0.230
H -3.7998 -1.3285 1.8237 0.0 0.1 0.2 0.204
H -3.8818 -0.3048 0.3940 -0.4 0.5 0.2 0.203
H -2.7958 -1.5704 0.4291 0.3 0.1 0.3 0.197
```
Forces are in eV/Å.

Total charge = 0
Kohn-Sham gap = 10.59 eV
Relative energy (zero: lowest compared OMol25 entry of this formula, charge and spin) = 40.3 kJ/mol
SMILES = CCC(N)=O.CC
Molecular weight = 103.2 u
Highest occupied orbital energy = -9.7 eV